Entry from the Open Molecules 2025 dataset: 2 unconnected molecules or ions with the total composition C4H9NO (ωB97M-V with the def2-TZVPD basis set).

```
15
Properties=species:S:1:pos:R:3:mulliken_charge:R:1
C -3.11112 1.01997 1.29662 -0.287
N -2.21418 0.16568 0.81481 -0.407
C -1.24279 0.86121 -0.07402 -0.310
C 0.15184 0.27650 -0.03794 -0.996
H -2.86175 2.10563 1.31906 0.210
H -3.96052 0.67656 1.81033 0.308
H -1.67281 0.62736 -1.09552 0.175
H -1.25035 1.96621 0.01239 0.413
H 0.81800 0.76591 -0.73912 0.398
H 0.67338 0.27855 0.98995 0.268
H 0.07512 -0.77438 -0.35000 0.223
C 2.71087 -1.52169 -0.59441 -0.110
O 3.49061 -0.87838 -1.32927 -0.428
H 2.70643 -1.38189 0.50358 0.266
H 1.99408 -2.21262 -1.06177 0.277
```

Output
frontier orbital gap: 10.79 eV
calculated total energy: -7829.172 eV
HOMO energy: -10.113 eV
SMILES: C=NCC.C=O
energy relative to the best compared isomer or geometry (same formula, charge and spin): 3.148 eV
LUMO: 0.7 eV

=====

Entry from the Open Molecules 2025 dataset: C4H9NO in the gas phase (ωB97M-V with the def2-TZVPD basis set).

```
15
Properties=species:S:1:pos:R:3:mulliken_charge:R:1
C 2.35238 0.11779 -0.43559 -1.185
C 0.86644 0.30297 -0.71856 -0.276
C 0.06868 0.09404 0.55585 -0.500
C -1.94385 -0.18189 -0.22897 -0.327
O -1.23801 0.70103 0.53197 -0.320
N -3.05511 -0.47743 0.41855 -0.176
H 2.95606 0.28363 -1.33164 0.339
H 2.56664 -0.89380 -0.06951 0.318
H 2.68261 0.82547 0.33369 0.322
H 0.65909 1.31664 -1.07548 0.313
H 0.51997 -0.38596 -1.49746 0.282
H -0.03458 -0.98249 0.76853 0.336
H 0.54584 0.55001 1.42168 0.382
H -3.32842 -0.06035 1.30457 0.220
H -3.61775 -1.20967 0.02236 0.272
```

Output
frontier orbital gap: 9.56 eV
calculated total energy: -7829.564 eV
HOMO energy: -8.392 eV
energy relative to the best compared isomer or geometry (same formula, charge and spin): 2.756 eV
LUMO: 1.2 eV

=====

Entry from the Open Molecules 2025 dataset: C4H9NO in the gas phase (ωB97M-V with the def2-TZVPD basis set).

```
15
Properties=species:S:1:pos:R:3:mulliken_charge:R:1
C -2.19588 0.43878 0.25490 -1.018
C -1.22584 -0.33561 -0.63343 -0.458
N 0.14170 0.13477 -0.51212 -0.189
C 1.10242 -0.53969 0.18328 0.658
C 2.46747 0.12316 0.18467 -0.944
O 0.89783 -1.60745 0.73679 -0.630
H -3.21558 0.05137 0.15231 0.325
H -2.21332 1.50102 -0.01381 0.291
H -1.90023 0.35962 1.30565 0.285
H -1.21478 -1.39414 -0.36353 0.309
H -1.52888 -0.26500 -1.68508 0.322
H 0.38318 1.02330 -0.91885 0.215
H 3.10942 -0.39448 -0.53510 0.240
H 2.91188 0.00177 1.17396 0.287
H 2.43029 1.18623 -0.07192 0.305
```

Output
frontier orbital gap: 10.55 eV
calculated total energy: -7832.129 eV
HOMO energy: -9.640 eV
SMILES: CCNC(C)=O
energy relative to the best compared isomer or geometry (same formula, charge and spin): 0.191 eV
LUMO: 0.9 eV

=====

Entry from the Open Molecules 2025 dataset: a gas-phase ion, C4H9NO (charge +1) (ωB97M-V with the def2-TZVPD basis set).

```
15
Properties=species:S:1:pos:R:3:mulliken_charge:R:1
C -1.23298 -1.90847 -1.07030 0.022
N -0.29371 -1.05234 -0.41716 0.109
C -0.68850 -0.07366 0.55353 -0.447
C 0.49741 0.76772 1.00976 -0.443
C 1.25693 1.39017 -0.14774 -1.240
O -2.36452 -1.55962 -1.15213 -0.283
H -0.83743 -2.84181 -1.46677 0.402
H 0.63457 -0.98366 -0.85221 0.329
H -1.01224 -0.69334 1.41125 0.368
H -1.53019 0.50302 0.16879 0.399
H 1.11000 0.17278 1.68094 0.348
H 0.06140 1.55225 1.62527 0.341
H 1.79537 2.28082 0.15211 0.349
H 2.01899 0.71730 -0.55921 0.379
H 0.58491 1.72882 -0.93612 0.367
```

Output
frontier orbital gap (alpha / beta): 12.46 / 7.47 eV
calculated total energy: -7822.063 eV
HOMO energy (alpha / beta): -16.697 / -16.540 eV
energy relative to the best compared isomer or geometry (same formula, charge and spin): 1.231 eV
multiplicity: 2
LUMO (alpha / beta): -4.2 / -9.1 eV
total charge: +1

=====

Entry from the Open Molecules 2025 dataset: a gas-phase ion, C4H9NO2 (charge -1) (ωB97M-V with the def2-TZVPD basis set).

```
16
Properties=species:S:1:pos:R:3:mulliken_charge:R:1
C -0.48573 -1.02443 1.17566 -0.829
O 0.43689 -1.85196 1.88123 -0.465
C 0.10367 -0.18364 0.05491 0.395
C -0.85873 0.52132 -0.88527 -0.170
C -0.10176 1.19989 -2.00931 -0.644
O -0.50589 2.18715 -2.67589 -0.646
N 1.17582 0.62172 0.63927 -0.915
H -1.27074 -1.66082 0.75828 0.272
H -0.96163 -0.35212 1.89951 0.330
H 0.71038 -1.37058 2.64793 0.295
H 0.59674 -0.94335 -0.59078 0.020
H -1.61443 -0.17179 -1.31953 0.239
H -1.42405 1.23257 -0.25965 0.256
H 0.70891 0.53731 -2.38540 0.214
H 1.64566 1.27761 0.02999 0.478
H 1.84489 -0.01886 1.03906 0.168
```

Output
frontier orbital gap (alpha / beta): 3.09 / 6.64 eV
calculated total energy: -9877.361 eV
HOMO energy (alpha / beta): 0.473 / -3.221 eV
energy relative to the best compared isomer or geometry (same formula, charge and spin): 1.326 eV
multiplicity: 2
LUMO (alpha / beta): 3.6 / 3.4 eV
total charge: -1

=====

Entry from the Open Molecules 2025 dataset: a gas-phase ion, C4H9NO2 (charge -1) (ωB97M-V with the def2-TZVPD basis set).

```
16
Properties=species:S:1:pos:R:3:mulliken_charge:R:1
C 0.82470 0.10719 -1.85775 -0.396
O 2.11641 0.64460 -2.01207 -0.892
C 0.35307 0.57430 -0.36386 0.097
C -0.95200 -0.13491 0.14376 -1.031
C -1.34095 -0.23605 1.64001 -0.110
O -2.77554 -0.69924 1.65432 -0.382
N 1.37275 0.12645 0.71873 -0.776
H 0.78566 -1.00503 -1.82100 0.202
H -0.02279 0.62362 -2.31517 0.200
H 0.17112 1.67563 -0.19236 0.277
H -0.71068 -1.15728 -0.02210 0.255
H -1.82818 0.05906 -0.38469 0.487
H -0.73672 -1.19908 1.91984 0.173
H -1.16312 0.75132 2.15950 0.264
H 1.74859 -0.80950 0.45532 0.276
H 2.15765 0.67891 0.27755 0.356
```

Output
frontier orbital gap (alpha / beta): 6.72 / 4.71 eV
calculated total energy: -9874.978 eV
HOMO energy (alpha / beta): -2.870 / -2.784 eV
energy relative to the best compared isomer or geometry (same formula, charge and spin): 3.708 eV
multiplicity: 2
LUMO (alpha / beta): 3.9 / 1.9 eV
total charge: -1

=====

Entry from the Open Molecules 2025 dataset: a gas-phase ion, C4H9NO2 (charge -2) (ωB97M-V with the def2-TZVPD basis set).

```
16
Properties=species:S:1:pos:R:3:mulliken_charge:R:1
O -2.73974 -2.42512 0.12157 -0.844
C -1.55174 -2.11163 -0.18733 -0.397
C -1.24152 -0.40141 -0.29525 -0.714
C 0.32957 0.10592 -0.48699 -0.217
N 0.69866 1.45731 -0.12728 -0.344
C 1.92775 1.63781 0.75394 -0.307
O 1.88847 2.73598 1.42139 -0.876
H -1.39940 -2.35747 -1.27687 0.103
H -0.75287 -2.55025 0.35680 0.242
H -1.65720 0.08377 0.64577 0.283
H -1.83179 -0.07515 -1.06837 0.286
H 0.40321 0.10875 -1.59695 0.085
H 1.03195 -0.65078 0.05099 0.228
H 0.02136 2.07066 0.32078 0.188
H 2.85928 1.63463 0.09701 0.118
H 2.01399 0.73699 1.27080 0.167
```

Output
frontier orbital gap: 6.57 eV
calculated total energy: -9873.993 eV
HOMO energy: 0.650 eV
SMILES: [O-]CCCNC[O-]
energy relative to the best compared isomer or geometry (same formula, charge and spin): 1.357 eV
LUMO: 7.2 eV
total charge: -2

=====

Entry from the Open Molecules 2025 dataset: C4H9NO2 in the gas phase (ωB97M-V with the def2-TZVPD basis set).

```
16
Properties=species:S:1:pos:R:3:mulliken_charge:R:1
C 1.76248 -0.54772 1.09169 -1.193
C 0.72088 -0.72708 -0.00754 -0.699
C -0.24102 0.47029 -0.09193 0.300
N -0.82996 0.81237 1.19494 -0.706
C -1.29862 0.15357 -1.13011 0.331
O -2.41273 -0.21949 -0.85454 -0.579
O -0.88527 0.28808 -2.39905 -0.448
H 2.17617 0.46306 0.99866 0.329
H 1.30382 -0.58085 2.07686 0.311
H 2.62726 -1.20176 1.02902 0.362
H 1.23597 -0.81223 -0.96707 0.305
H 0.09849 -1.62227 0.08504 0.339
H 0.33066 1.29966 -0.51687 0.422
H -1.63330 0.20140 1.33500 0.283
H -1.25945 1.73065 1.11682 0.288
H -1.69538 0.29233 -2.96093 0.354
```

Output
frontier orbital gap: 10.57 eV
calculated total energy: -9879.521 eV
HOMO energy: -9.882 eV
SMILES: CC[C@H](N)C(=O)O
energy relative to the best compared isomer or geometry (same formula, charge and spin): 0.540 eV
LUMO: 0.7 eV

=====

Entry from the Open Molecules 2025 dataset: C4H9NO2 in the gas phase (ωB97M-V with the def2-TZVPD basis set).

```
16
Properties=species:S:1:pos:R:3:mulliken_charge:R:1
C 1.82765 0.56295 -0.50750 -0.627
O 1.48293 -0.35345 0.52513 -0.389
C 0.26426 -0.04356 1.16961 -0.674
C -0.81058 -0.25230 0.13376 0.894
C -1.28388 -1.65271 -0.15518 -1.121
N -1.25751 0.66420 -0.63167 -0.550
O -0.81991 1.93910 -0.26415 -0.370
H 2.91147 0.66426 -0.46403 0.278
H 1.53471 0.20485 -1.50738 0.230
H 1.35656 1.54203 -0.36898 0.310
H 0.27082 0.97803 1.56947 0.368
H 0.15031 -0.74076 2.00855 0.360
H -2.36622 -1.68507 -0.00647 0.320
H -0.81751 -2.38300 0.51185 0.331
H -1.07427 -1.94214 -1.18834 0.271
H -1.36883 2.49757 -0.82469 0.369
```

Output
frontier orbital gap: 10.47 eV
calculated total energy: -9876.628 eV
HOMO energy: -9.550 eV
SMILES: COC/C(C)=N\O
energy relative to the best compared isomer or geometry (same formula, charge and spin): 3.433 eV
LUMO: 0.9 eV

=====

Entry from the Open Molecules 2025 dataset: 2 unconnected molecules or ions with the total composition C4H9NO2 (ωB97M-V with the def2-TZVPD basis set).

```
16
Properties=species:S:1:pos:R:3:mulliken_charge:R:1
O 1.48434 1.09955 0.68987 -0.617
C 0.53796 1.56513 1.37920 -0.054
C -0.80377 1.24366 1.12096 -0.414
C -1.11712 0.54623 -0.03323 -0.057
O -2.29618 -0.06614 -0.22577 -0.439
H 0.77101 2.16388 2.26924 0.350
H -1.55367 1.43433 1.87946 0.277
H -0.57430 0.68663 -0.95866 0.581
H -2.81254 -0.07644 0.59155 0.317
C 0.71187 -1.31306 -0.40606 -0.718
N 0.84044 -0.97130 -1.80880 -0.481
H 1.06553 -0.21951 0.17561 0.231
H -0.22786 -1.83502 -0.24295 0.306
H 1.51331 -1.95363 -0.00742 0.335
H 1.73280 -0.53439 -2.00126 0.185
H 0.72819 -1.76992 -2.42173 0.198
```

Output
frontier orbital gap: 8.71 eV
calculated total energy: -9876.348 eV
HOMO energy: -8.371 eV
SMILES: O=C/C=C/O.CN
energy relative to the best compared isomer or geometry (same formula, charge and spin): 3.713 eV
LUMO: 0.3 eV

=====

Entry from the Open Molecules 2025 dataset: C4H9NO2 in the gas phase (ωB97M-V with the def2-TZVPD basis set).

```
16
Properties=species:S:1:pos:R:3:mulliken_charge:R:1
C 2.07125 -1.41277 -0.60097 -0.928
N 1.49402 -0.15351 -0.19802 -0.385
C 0.06681 -0.15459 -0.08310 -0.175
C -0.61309 0.99883 -0.76266 0.582
O -0.22288 1.54571 -1.76447 -0.568
O -1.76344 1.35852 -0.14779 -0.368
C -2.13228 0.96844 1.20152 -0.662
H 1.68560 -2.20145 0.05607 0.324
H 3.15245 -1.36477 -0.46312 0.318
H 1.86831 -1.70315 -1.64445 0.321
H 1.79299 0.62644 -0.76536 0.273
H -0.19981 -0.08824 0.96015 0.076
H -0.42733 -1.06529 -0.46501 0.312
H -3.12168 0.52448 1.12878 0.266
H -2.12542 1.88352 1.79313 0.246
H -1.52550 0.23783 1.75528 0.368
```

Output
frontier orbital gap: 9.69 eV
calculated total energy: -9878.017 eV
HOMO energy: -8.909 eV
SMILES: CNCC(=O)OC
energy relative to the best compared isomer or geometry (same formula, charge and spin): 2.044 eV
LUMO: 0.8 eV

=====

Entry from the Open Molecules 2025 dataset: C4H9NO2 in the gas phase (ωB97M-V with the def2-TZVPD basis set).

```
16
Properties=species:S:1:pos:R:3:mulliken_charge:R:1
C 1.02115 1.56178 0.92955 -1.342
C 0.82066 0.08780 0.17548 0.363
O 1.79022 -0.89786 0.44715 -0.544
C -0.55667 -0.52531 0.54259 -0.706
N -1.59490 -0.45365 -0.46923 -0.108
C -1.47287 -1.13240 -1.63935 -0.028
O -0.59125 -1.93421 -1.87622 -0.540
H 0.22788 2.29036 0.63393 0.329
H 1.96933 2.09921 0.70662 0.325
H 0.95816 1.38800 1.99144 0.370
H 0.93861 0.70473 -0.68054 0.270
H 2.41688 -1.01017 -0.27685 0.328
H -0.44150 -1.57446 0.85712 0.291
H -0.90651 0.02625 1.41634 0.378
H -2.31536 0.24572 -0.38725 0.257
H -2.26384 -0.87580 -2.37079 0.357
```

Output
frontier orbital gap: 10.37 eV
calculated total energy: -9877.970 eV
HOMO energy: -9.584 eV
SMILES: C[C@@H](O)CNC=O
energy relative to the best compared isomer or geometry (same formula, charge and spin): 2.090 eV
LUMO: 0.8 eV

=====

Entry from the Open Molecules 2025 dataset: C4H9NO2 in the gas phase (ωB97M-V with the def2-TZVPD basis set).

```
16
Properties=species:S:1:pos:R:3:mulliken_charge:R:1
C -2.04040 -0.23570 2.01708 -0.881
N -0.85762 0.07118 1.18436 -0.216
C -0.01167 -0.77116 0.53304 0.616
O -0.08677 -1.94552 0.57206 -0.575
C 1.02170 0.12848 -0.30445 -0.771
C 0.60865 0.66357 -1.77642 -0.395
O 1.59606 1.56505 -2.19687 -0.479
H -2.26524 -1.30574 2.15613 0.331
H -1.78507 0.31617 2.93741 0.300
H -3.00986 0.29920 1.76812 0.269
H -1.00217 0.88106 0.73462 0.231
H 1.94710 -0.54156 -0.36991 0.242
H 1.18453 0.95475 0.28822 0.435
H -0.43898 1.16418 -1.66578 0.246
H 0.33975 -0.26796 -2.38375 0.319
H 1.48928 2.33428 -1.57263 0.326
```

Output
frontier orbital gap: 10.23 eV
calculated total energy: -9877.693 eV
HOMO energy: -9.630 eV
SMILES: CNC(=O)CCO
energy relative to the best compared isomer or geometry (same formula, charge and spin): 2.368 eV
LUMO: 0.6 eV

=====

Entry from the Open Molecules 2025 dataset: 2 unconnected molecules or ions with the total composition C4H9NO2 (ωB97M-V with the def2-TZVPD basis set).

```
16
Properties=species:S:1:pos:R:3:mulliken_charge:R:1
C -2.54309 -0.20124 0.48120 -0.842
N -1.28126 -0.29435 -0.25132 -0.077
C -0.24311 0.41007 0.04431 -0.219
C 0.70619 0.93495 -1.13350 0.627
O -0.04308 1.11046 -2.10691 -0.674
O 1.88121 1.13951 -0.87780 -0.603
C 2.25314 -0.68966 0.98649 -0.866
H -2.38500 -0.36457 1.54946 0.294
H -3.26204 -0.92183 0.09556 0.302
H -2.93249 0.80660 0.30727 0.365
H -1.31916 -0.54464 -1.24100 0.319
H 1.22630 -0.58358 0.63139 0.021
H -0.23422 0.83542 1.04936 0.432
H 2.64949 0.28633 1.27072 0.255
H 2.83808 -1.06015 0.14339 0.289
H 2.22035 -1.38498 1.81990 0.376
```

Output
frontier orbital gap: 8.79 eV
calculated total energy: -9877.153 eV
HOMO energy: -9.401 eV
energy relative to the best compared isomer or geometry (same formula, charge and spin): 2.908 eV
LUMO: -0.6 eV

=====

Entry from the Open Molecules 2025 dataset: C4H9NO2 in the gas phase (ωB97M-V with the def2-TZVPD basis set).

```
16
Properties=species:S:1:pos:R:3:mulliken_charge:R:1
C -0.47082 -0.82714 -1.69172 -0.889
N -0.75845 -1.04884 -0.26742 -0.411
C -0.27509 -0.04803 0.66720 0.314
C -0.52047 1.45547 0.32215 -1.356
C 1.23866 -0.14700 0.80784 0.324
O 2.03317 -0.11430 -0.08838 -0.530
O 1.63043 -0.18394 2.11154 -0.466
H -0.65029 -1.77299 -2.20474 0.327
H 0.58128 -0.63074 -1.85335 0.317
H -1.02962 0.00795 -2.11936 0.288
H -1.77052 -1.08726 -0.18567 0.284
H -0.72832 -0.21925 1.62262 0.356
H -1.57808 1.63814 0.14982 0.336
H -0.10037 2.05350 1.12409 0.442
H -0.02828 1.64288 -0.63348 0.312
H 2.42676 -0.71845 2.23885 0.350
```

Output
frontier orbital gap: 9.90 eV
calculated total energy: -9878.892 eV
HOMO energy: -9.074 eV
SMILES: CN[C@H](C)C(=O)O
energy relative to the best compared isomer or geometry (same formula, charge and spin): 1.168 eV
LUMO: 0.8 eV